Record 1
Entry from OMol25: C13H14FN2OOs as an isolated structure (wB97M-V/def2-TZVPD).

Each line ends with the Mulliken charge.
Element x y z (Å)
Os -1.573 -0.663 -0.451  1.23
C -1.912 1.690 2.282  -1.75
C -2.475 0.564 1.478  0.87
C -3.396 0.787 0.435  -0.36
C -3.871 -0.304 -0.324  -0.41
C -3.607 -1.650 0.068  -0.48
C -2.825 -1.887 1.218  -0.52
C -2.166 -0.797 1.823  -0.35
H -2.609 1.892 3.102  0.38
H -1.828 2.608 1.702  0.46
H -0.957 1.434 2.738  0.45
H -3.668 1.798 0.155  0.46
H -4.467 -0.124 -1.212  0.52
H -4.026 -2.473 -0.499  0.53
H -2.620 -2.902 1.539  0.41
H -1.468 -0.976 2.633  0.52
N 5.340 0.366 -2.074  -0.25
C 4.687 0.441 -0.960  0.42
O 5.250 0.733 0.146  -0.12
C 3.210 0.192 -0.808  0.70
C 2.641 -0.959 -1.337  -0.54
C 1.281 -1.148 -1.163  -0.13
N 0.515 -0.265 -0.491  -0.30
C 1.079 0.841 0.026  -0.16
C 2.432 1.102 -0.102  -0.63
H 6.347 0.522 -2.109  0.30
H 4.858 0.241 -2.958  0.27
H 3.215 -1.712 -1.861  0.50
H 0.792 -2.018 -1.582  0.48
H 0.432 1.534 0.546  0.48
H 2.842 2.007 0.326  0.49
F -1.453 -0.876 -2.286  -0.45

Cartesian forces (eV/Å) of the 2 atoms listed first:
-0.17 0.05 0.00
-0.01 0.01 0.00

Values from the calculation:
E_LUMO (alpha / beta)	-11.20 / -14.11	eV
HOMO energy (alpha / beta)	-0.7211 / -0.7579	hartree
electronic energy	-877.86941	hartree
expectation value of S²	6.020
max |F|	0.2	eV/A
total charge	+3
multiplicity	5
relative energy (zero: lowest compared OMol25 entry of this formula, charge and spin)	1.0	kJ/mol
HOMO-LUMO gap (alpha / beta)	8.4 / 6.5	eV

=====

Record 2
Entry from OMol25: C24H35Cl20F7INO2Si as an isolated structure at a distorted geometry (wB97M-V/def2-TZVPD).

Each line ends with the Mulliken charge.
Element x y z (Å)
C 3.086 2.400 1.395  -0.29
C 1.583 1.732 1.106  0.16
C 1.173 0.676 2.336  -0.54
C 1.618 -0.891 1.954  0.07
N 0.553 -1.399 1.009  0.06
Si 0.638 -3.173 0.735  -0.13
I 0.667 -3.527 -1.719  -0.11
O 1.893 -4.014 1.628  0.13
C 3.189 -4.009 0.936  -0.13
O 3.523 -4.758 -0.130  -0.47
C 4.422 -3.047 1.529  0.72
C 4.940 -3.478 3.059  0.01
C 6.162 -2.685 3.820  -0.60
C 6.835 -1.413 2.991  -0.34
C 6.333 -0.995 1.472  -0.44
C 5.119 -1.814 0.706  -0.35
C -1.056 -3.949 1.360  0.48
F -0.719 -5.401 1.613  -0.31
F -2.101 -3.974 0.300  -0.31
C -1.548 -3.352 2.803  0.43
F -0.295 -3.138 3.615  -0.23
F -2.350 -4.354 3.550  -0.29
C -2.364 -1.938 2.749  0.81
F -1.710 -0.936 3.672  -0.24
F -2.433 -1.284 1.425  -0.19
F -3.719 -2.181 3.313  -0.25
H 2.903 3.419 1.982  0.04
H 3.661 2.594 0.393  0.24
H 3.634 1.609 2.096  -0.08
H 0.843 2.669 1.088  -0.35
H 1.502 1.244 0.043  0.25
H 1.631 0.998 3.371  0.25
H -0.007 0.723 2.399  0.13
H 2.608 -0.771 1.316  -0.17
H 1.746 -1.551 2.913  0.30
H 0.493 -0.844 0.128  0.20
H 4.438 -4.398 3.625  0.26
H 6.500 -3.031 4.885  0.31
H 7.686 -0.820 3.544  0.30
H 6.832 -0.085 0.930  0.31
H 4.712 -1.544 -0.381  0.36
C -1.598 4.411 -0.203  -0.14
Cl -2.297 2.800 0.000  -0.13
Cl 0.168 4.338 -0.243  -0.17
H -1.958 4.839 -1.142  0.15
H -1.909 5.042 0.633  0.30
C 4.712 -7.336 1.945  -0.43
Cl 5.613 -8.500 2.924  -0.16
Cl 4.739 -5.729 2.681  -0.02
H 5.166 -7.280 0.952  0.28
H 3.676 -7.671 1.858  0.32
C -4.795 4.809 -2.383  -0.27
Cl -3.987 6.021 -1.382  -0.18
Cl -5.919 5.568 -3.517  -0.12
H -4.042 4.253 -2.946  0.28
H -5.351 4.126 -1.735  0.30
C -9.290 6.915 -5.024  0.09
Cl -9.524 8.041 -3.681  -0.15
Cl -10.786 6.049 -5.395  -0.17
H -8.975 7.475 -5.907  0.22
H -8.518 6.191 -4.751  0.02
C -4.136 0.181 6.064  0.16
Cl -3.813 1.825 5.498  -0.15
Cl -3.784 0.022 7.789  -0.16
H -5.190 -0.053 5.893  0.28
H -3.507 -0.517 5.507  -0.15
C -11.666 6.569 -9.237  -0.11
Cl -12.344 8.086 -9.841  -0.15
Cl -9.915 6.517 -9.475  -0.11
H -11.882 6.483 -8.170  0.09
H -12.123 5.735 -9.775  0.28
C -5.994 6.019 -9.360  -0.09
Cl -5.671 7.663 -9.925  -0.15
Cl -5.643 5.860 -7.635  -0.12
H -7.048 5.785 -9.531  0.07
H -5.366 5.321 -9.917  0.29
C 4.595 4.218 4.661  -0.29
Cl 4.420 2.487 4.345  -0.10
Cl 4.245 5.167 3.212  -0.15
H 3.899 4.507 5.453  0.28
H 5.620 4.419 4.980  0.29
C 2.854 -3.514 -5.227  -0.29
Cl 3.100 -2.156 -4.122  -0.12
Cl 1.282 -4.276 -4.958  -0.16
H 2.901 -3.149 -6.256  0.30
H 3.641 -4.254 -5.062  0.25
C 8.617 -10.536 3.317  0.08
Cl 9.273 -11.489 4.654  -0.16
Cl 9.828 -9.415 2.681  -0.15
H 8.304 -11.212 2.518  0.28
H 7.757 -9.965 3.675  -0.05

Cartesian forces (eV/Å) of the 2 atoms listed first:
-1.14 -0.81 0.21
0.11 1.01 0.87

Values from the calculation:
E_LUMO	-0.59	eV
HOMO energy	-0.3214	hartree
electronic energy	-11630.30430	hartree
max |F|	8.8	eV/A
relative energy (zero: lowest compared OMol25 entry of this formula, charge and spin)	1580.0	kJ/mol
HOMO-LUMO gap	8.2	eV

=====

Record 3
Entry from OMol25: C5H13Cl3Si2 as an isolated structure at a distorted geometry (wB97M-V/def2-TZVPD).

Each line ends with the natural charge from an NBO analysis.
Element x y z (Å)
C 0.520 -2.098 -0.772  -0.66
C 0.373 0.065 2.023  -1.10
C -0.517 2.227 -0.102  -1.10
C 2.350 1.045 -0.195  -1.10
C -0.104 -0.737 -0.931  -0.81
Si 0.519 0.656 0.214  1.60
Si -2.532 -0.971 -0.523  1.24
Cl -2.823 -2.948 -0.207  -0.36
Cl -3.276 0.046 1.050  -0.35
Cl -3.489 -0.392 -2.206  -0.35
H 0.049 -2.836 -1.419  0.22
H 0.455 -2.447 0.254  0.21
H 1.575 -2.040 -1.043  0.21
H -0.660 -0.138 2.287  0.24
H 0.939 -0.847 2.181  0.23
H 0.748 0.810 2.715  0.24
H -0.388 2.951 0.696  0.24
H -0.226 2.712 -1.029  0.24
H -1.575 2.003 -0.171  0.23
H 2.877 1.457 0.661  0.24
H 2.885 0.150 -0.505  0.23
H 2.427 1.768 -1.002  0.24
H -0.125 -0.438 -1.977  0.22

Cartesian forces (eV/Å) of the 2 atoms listed first:
-0.17 -0.04 0.06
-0.01 0.20 -0.75

Values from the calculation:
E_LUMO	0.40	eV
HOMO energy	-0.3342	hartree
electronic energy	-2158.02862	hartree
max |F|	3.8	eV/A
HOMO-LUMO gap	9.5	eV

=====

Record 4
Entry from OMol25: C14H7N2O9Pd as an isolated structure (wB97M-V/def2-TZVPD).

Each line ends with the natural charge from an NBO analysis.
Element x y z (Å)
Pd -0.280 -2.254 -0.477  1.26
O 4.996 -2.632 3.093  -0.24
C 4.054 -2.656 2.422  0.44
C 2.528 -3.168 2.841  0.44
O 2.307 -3.572 3.917  -0.28
C 1.705 -2.963 1.617  0.30
C 2.473 -2.407 0.515  0.30
O 1.983 -2.151 -0.584  -0.49
C 3.901 -2.193 0.850  0.43
O 4.829 -1.797 0.251  -0.29
O 0.514 -3.242 1.540  -0.49
O -0.497 -0.609 -1.882  -0.65
C -0.285 0.211 -0.945  0.77
O -0.098 -0.253 0.234  -0.65
C -0.248 1.668 -1.179  -0.20
C -0.439 2.173 -2.463  -0.12
C -0.402 3.541 -2.679  -0.21
C -0.174 4.407 -1.619  -0.17
C 0.014 3.876 -0.356  0.09
C -0.019 2.521 -0.108  -0.17
N 0.264 4.793 0.778  0.52
O 0.457 4.289 1.866  -0.37
O 0.261 5.980 0.544  -0.35
H -0.614 1.487 -3.280  0.24
H -0.550 3.937 -3.673  0.24
H -0.139 5.478 -1.756  0.26
H 0.128 2.146 0.894  0.27
C -4.935 -2.809 -0.008  -0.74
C -3.496 -2.691 -0.161  0.49
N -2.364 -2.596 -0.281  -0.48
H -5.363 -3.211 -0.925  0.28
H -5.356 -1.825 0.191  0.28
H -5.157 -3.476 0.823  0.28

Cartesian forces (eV/Å) of the 2 atoms listed first:
0.02 -0.01 0.04
0.01 -0.01 0.00

Values from the calculation:
E_LUMO (alpha / beta)	-5.47 / -7.70	eV
HOMO energy (alpha / beta)	-0.4659 / -0.4655	hartree
electronic energy	-1451.78438	hartree
expectation value of S²	6.033
max |F|	0.1	eV/A
total charge	+1
multiplicity	5
relative energy (zero: lowest compared OMol25 entry of this formula, charge and spin)	0.0	kJ/mol
HOMO-LUMO gap (alpha / beta)	7.2 / 5.0	eV